1.
Here is 3 unconnected molecules or ions with the total composition C36H43B2BrF17N2O5S in a non-equilibrium geometry from OMol25. Energies are from ωB97M-V/def2-TZVPD.

Last column: Mulliken charge in e.
Atoms and positions in Å:
C: -2.962 -1.359 6.256  -0.57
C: -3.180 0.015 5.683  0.23
C: -4.182 1.139 6.391  0.36
O: -5.462 1.130 6.011  -0.51
O: -3.568 2.012 7.403  -0.30
C: -3.997 3.416 7.257  -0.56
C: -3.332 4.209 5.981  -0.49
C: -1.737 4.547 6.148  -0.62
C: -0.940 3.477 5.137  -0.08
C: 0.594 3.985 4.965  -0.69
C: 1.714 2.887 4.516  -0.82
C: 1.357 2.046 3.112  -0.17
S: 0.798 3.394 1.925  -0.17
N: 0.353 1.046 3.521  0.44
C: 0.351 -0.313 3.047  -1.22
Br: -1.454 -0.570 2.127  -0.02
C: 1.621 -0.903 2.132  0.11
B: 0.901 -2.165 1.438  0.25
O: 0.411 -2.410 0.087  -0.26
C: 0.567 -3.449 2.477  -0.31
C: 1.904 -4.092 3.172  -0.84
N: 2.191 0.261 1.388  1.41
C: 3.106 0.125 0.249  0.34
F: 3.224 1.510 -0.375  -0.30
F: 4.464 -0.415 0.653  -0.32
C: 2.818 -0.695 -1.105  0.57
F: 3.987 -0.262 -1.989  -0.30
F: 3.147 -2.168 -1.008  -0.31
C: 1.532 -0.322 -2.026  0.76
F: 1.943 0.880 -2.862  -0.31
F: 0.347 0.225 -1.264  -0.40
C: 1.110 -1.397 -3.183  0.57
F: 2.255 -1.370 -4.175  -0.32
F: 0.975 -2.806 -2.789  -0.22
C: -0.218 -1.038 -4.068  0.35
F: -0.161 -2.035 -5.211  -0.28
F: -0.135 0.282 -4.800  -0.26
C: -1.664 -1.284 -3.356  0.41
F: -1.643 -1.803 -1.976  -0.24
F: -2.416 -2.317 -4.165  -0.27
C: -2.665 0.040 -3.331  0.42
F: -1.985 1.266 -2.765  -0.21
F: -3.222 0.300 -4.709  -0.18
C: -3.987 -0.165 -2.346  0.56
F: -3.637 0.080 -0.905  -0.20
F: -5.009 0.884 -2.681  -0.23
F: -4.660 -1.470 -2.487  -0.21
C: 2.671 1.161 2.555  0.03
C: 3.998 2.041 2.472  -1.15
B: 5.052 1.769 3.760  0.71
O: 4.828 2.233 5.136  -0.53
O: 6.337 1.021 3.519  -0.53
H: -1.938 -1.931 6.060  0.15
H: -3.793 -1.903 6.911  0.26
H: -2.595 0.309 4.699  0.04
H: -3.750 3.955 8.291  0.33
H: -5.163 3.471 7.141  0.33
H: -3.452 3.516 5.038  0.25
H: -3.905 5.206 5.753  0.36
H: -1.431 5.649 5.900  0.37
H: -1.429 4.285 7.251  0.32
H: -1.477 3.402 4.073  0.22
H: -0.935 2.461 5.712  0.02
H: 0.583 4.981 4.307  0.27
H: 0.937 4.370 6.044  0.38
H: 2.709 3.537 4.399  0.27
H: 1.974 2.114 5.389  0.32
H: -0.585 3.331 1.668  0.22
H: 0.263 1.032 4.582  0.28
H: 0.296 -1.066 3.974  0.45
H: 2.460 -1.417 2.812  0.03
H: 0.500 -3.403 -0.080  0.23
H: 0.036 -4.315 1.899  0.39
H: -0.231 -3.063 3.276  0.11
H: 2.270 -3.281 3.968  0.17
H: 2.741 -4.413 2.417  0.23
H: 1.539 -5.011 3.837  0.35
H: 1.327 0.775 1.016  0.36
H: 2.901 0.513 3.539  0.03
H: 3.685 3.194 2.490  0.23
H: 4.722 1.941 1.566  0.17
H: 5.323 1.653 5.788  0.31
H: 6.044 0.221 2.978  0.33
C: -4.756 0.027 -8.338  -0.49
C: -4.414 1.075 -7.483  0.10
C: -4.602 2.396 -7.888  -0.56
C: -5.144 2.670 -9.144  -0.33
C: -5.490 1.622 -9.997  -0.43
C: -5.292 0.301 -9.596  -0.37
H: -4.606 -1.002 -8.024  0.36
H: -3.999 0.861 -6.501  0.39
H: -4.329 3.212 -7.224  0.36
H: -5.295 3.699 -9.458  0.36
H: -5.913 1.836 -10.976  0.35
H: -5.557 -0.515 -10.264  0.36
C: 5.089 -5.662 -5.779  -0.38
C: 4.647 -4.700 -4.871  -0.55
C: 3.513 -3.940 -5.156  0.11
C: 2.815 -4.149 -6.346  -0.35
C: 3.256 -5.114 -7.252  -0.47
C: 4.395 -5.867 -6.971  -0.43
H: 5.975 -6.252 -5.557  0.36
H: 5.186 -4.542 -3.940  0.35
H: 3.172 -3.187 -4.452  0.26
H: 1.928 -3.561 -6.567  0.36
H: 2.711 -5.277 -8.179  0.36
H: 4.741 -6.614 -7.680  0.36

The net charge is +1. Its energy is -179651.205 eV. For the gap between HOMO and LUMO, the calculation gives 6.5 eV.



2.
Here is a molecular structure, C36H43CdN4OS from OMol25. Energies are from ωB97M-V/def2-TZVPD.

Last column: Mulliken charge in e.
Atoms and positions in Å:
Cd: -0.498 3.452 -0.891  0.73
C: 5.080 -1.734 -0.472  -2.13
C: 3.601 -2.063 -0.667  2.18
C: 3.462 -2.942 -1.918  -1.74
C: 3.093 -2.836 0.560  -1.47
C: 2.753 -0.806 -0.833  -0.11
C: 3.253 0.485 -0.737  0.00
C: 2.377 1.560 -0.827  -1.36
N: 1.076 1.420 -1.025  -0.09
C: 0.582 0.187 -1.163  -0.22
C: 1.384 -0.936 -1.058  0.29
C: -0.887 0.087 -1.423  -1.00
C: -1.532 -1.142 -1.516  1.41
C: -2.906 -1.197 -1.686  -0.02
C: -3.577 0.019 -1.820  -0.34
C: -2.863 1.198 -1.732  -1.10
N: -1.552 1.236 -1.514  -0.16
C: -3.674 -2.513 -1.670  2.09
C: -4.652 -2.488 -0.487  -1.63
C: -2.743 -3.714 -1.497  -1.92
C: -4.453 -2.668 -2.982  -1.78
H: 5.643 -2.660 -0.345  0.44
H: 5.242 -1.123 0.418  0.32
H: 5.489 -1.203 -1.334  0.41
H: 4.063 -3.847 -1.800  0.47
H: 3.808 -2.410 -2.806  0.40
H: 2.430 -3.248 -2.088  0.29
H: 3.657 -3.766 0.671  0.61
H: 2.029 -3.069 0.486  0.21
H: 3.233 -2.249 1.471  0.12
H: 4.304 0.678 -0.577  0.59
H: 2.736 2.582 -0.751  0.41
H: 0.945 -1.920 -1.095  0.19
H: -0.971 -2.047 -1.372  0.25
H: -4.648 0.060 -1.967  0.46
H: -3.354 2.162 -1.813  0.42
H: -4.110 -2.374 0.454  0.25
H: -5.213 -3.424 -0.449  0.47
H: -5.365 -1.667 -0.572  0.36
H: -2.175 -3.646 -0.566  0.29
H: -2.041 -3.800 -2.329  0.38
H: -3.339 -4.628 -1.468  0.46
H: -5.162 -1.852 -3.131  0.32
H: -5.015 -3.605 -2.973  0.45
H: -3.774 -2.684 -3.837  0.39
C: 3.372 1.311 4.169  -1.34
C: 3.212 0.736 2.764  -0.55
C: 1.832 0.146 2.519  0.32
N: 0.841 1.218 2.504  0.27
C: -0.377 1.213 1.950  -0.54
S: -1.126 2.743 1.648  -0.57
N: -1.018 0.079 1.662  0.50
C: -0.676 -1.298 2.016  -0.67
O: -0.509 -2.109 1.065  -0.58
C: -0.609 -1.596 3.400  0.61
C: -0.152 -2.887 3.793  -0.67
C: -0.005 -3.215 5.123  -0.52
C: -0.305 -2.295 6.132  -0.51
C: -0.773 -1.030 5.764  -0.81
C: -0.927 -0.678 4.440  0.19
H: 4.380 1.699 4.323  0.46
H: 3.181 0.543 4.920  0.30
H: 2.675 2.129 4.356  0.31
H: 3.943 -0.062 2.612  0.17
H: 3.423 1.501 2.010  0.33
H: 1.599 -0.576 3.303  0.22
H: 1.796 -0.379 1.564  -0.20
H: 1.175 2.155 2.667  0.36
H: -1.846 0.217 1.098  0.21
H: 0.081 -3.601 3.014  0.34
H: 0.349 -4.205 5.389  0.38
H: -0.186 -2.558 7.175  0.39
H: -1.029 -0.309 6.532  0.40
H: -1.309 0.305 4.196  0.41
C: 0.239 4.655 -2.473  -1.24
C: -0.627 5.485 -3.219  0.87
C: -1.983 5.842 -2.936  -0.18
C: -2.733 6.650 -3.766  -0.50
C: -2.193 7.170 -4.943  -0.40
C: -0.866 6.861 -5.258  -0.32
C: -0.113 6.060 -4.429  -0.59
H: -2.419 5.451 -2.022  0.21
H: -3.758 6.880 -3.497  0.33
H: -2.786 7.801 -5.594  0.34
H: -0.423 7.260 -6.165  0.32
H: 0.916 5.826 -4.676  0.36

The net charge is -1. Its energy is -61436.634 eV. For the gap between HOMO and LUMO (spin up / spin down), the calculation gives 4.7 / 4.9 eV.



3.
Here is a molecular structure, C36H43CrIN2P from OMol25. Energies are from ωB97M-V/def2-TZVPD.

Last column: Mulliken charge in e.
Atoms and positions in Å:
Cr: -0.116 0.606 0.106  1.80
C: -1.701 0.586 1.685  0.12
C: -2.327 0.787 0.438  1.37
C: -1.771 1.973 -0.155  0.54
C: -0.882 2.552 0.793  0.41
C: -0.824 1.681 1.921  1.07
C: -0.139 1.954 3.219  -1.67
C: -0.349 3.949 0.712  -1.59
C: -2.207 2.596 -1.444  -1.70
C: -3.526 0.037 -0.047  -1.68
C: -1.984 -0.527 2.643  -1.68
H: -0.856 2.426 3.895  0.37
H: 0.698 2.642 3.115  0.44
H: 0.209 1.045 3.709  0.38
H: -1.178 4.639 0.884  0.37
H: 0.068 4.186 -0.265  0.35
H: 0.402 4.156 1.470  0.40
H: -3.113 3.186 -1.286  0.34
H: -2.441 1.852 -2.205  0.34
H: -1.449 3.270 -1.844  0.38
H: -4.397 0.433 0.481  0.34
H: -3.467 -1.031 0.166  0.52
H: -3.700 0.172 -1.111  0.37
H: -2.704 -0.189 3.392  0.35
H: -1.092 -0.847 3.183  0.35
H: -2.409 -1.395 2.143  0.36
I: -1.109 -0.826 -2.161  0.14
C: -1.776 -2.832 -2.018  -0.21
C: -3.109 -2.910 -2.325  -0.49
C: -3.718 -4.158 -2.551  -1.14
C: -2.948 -5.278 -2.531  -0.75
C: -1.569 -5.216 -2.221  0.65
C: -0.803 -6.406 -2.264  -0.79
C: 0.527 -6.397 -1.975  -1.20
C: 1.122 -5.200 -1.546  -0.43
C: 0.422 -4.019 -1.462  0.76
P: 1.227 -2.640 -0.592  0.82
C: 2.516 -2.076 -1.750  0.23
C: 2.266 -2.095 -3.125  -0.75
C: 3.143 -1.491 -4.014  -0.84
C: 4.290 -0.860 -3.550  -0.74
C: 4.560 -0.846 -2.188  -1.01
C: 3.679 -1.444 -1.296  -0.10
C: 2.114 -3.434 0.785  1.06
C: 3.407 -3.953 0.718  -0.43
C: 3.983 -4.547 1.831  -0.73
C: 3.271 -4.642 3.020  -0.66
C: 1.980 -4.139 3.096  -0.73
C: 1.411 -3.530 1.988  -0.97
C: -0.945 -3.981 -1.878  0.54
H: -3.701 -2.012 -2.437  0.45
H: -4.773 -4.202 -2.783  0.43
H: -3.379 -6.246 -2.758  0.42
H: -1.302 -7.326 -2.543  0.43
H: 1.115 -7.304 -2.027  0.47
H: 2.157 -5.227 -1.229  0.43
H: 1.388 -2.603 -3.506  0.43
H: 2.940 -1.530 -5.076  0.50
H: 4.981 -0.406 -4.247  0.44
H: 5.471 -0.390 -1.819  0.47
H: 3.935 -1.453 -0.240  0.81
H: 3.968 -3.914 -0.209  0.39
H: 4.986 -4.948 1.765  0.47
H: 3.721 -5.113 3.884  0.42
H: 1.417 -4.227 4.016  0.48
H: 0.394 -3.150 2.054  0.44
N: 1.636 -0.015 1.149  0.89
C: 2.750 0.779 1.755  -0.99
C: 3.520 1.575 0.719  -0.30
C: 2.690 2.678 0.057  0.01
C: 2.151 2.382 -1.328  -0.85
N: 1.236 1.197 -1.412  0.33
H: 1.284 -0.636 1.879  0.24
H: 2.075 -0.666 0.497  -1.47
H: 3.415 0.081 2.267  0.55
H: 2.325 1.438 2.507  0.28
H: 3.956 0.906 -0.029  -0.26
H: 4.368 2.020 1.241  0.61
H: 3.291 3.583 -0.040  0.42
H: 1.869 2.938 0.724  -0.44
H: 2.979 2.210 -2.020  0.35
H: 1.597 3.242 -1.704  0.56
H: 1.817 0.365 -1.566  -0.73
H: 0.738 1.290 -2.294  0.40

The net charge is +2. Its energy is -86808.166 eV. The spin multiplicity is 2. For the gap between HOMO and LUMO (spin up / spin down), the calculation gives 6.8 / 7.4 eV.



4.
Here is 3 unconnected molecules or ions with the total composition C36H43IN2O12P2S in a non-equilibrium geometry from OMol25. Energies are from ωB97M-V/def2-TZVPD.

Last column: Mulliken charge in e.
Atoms and positions in Å:
C: 0.958 0.632 4.695  -0.69
C: 1.675 0.475 3.400  -0.06
C: 2.477 -0.928 2.967  -0.08
C: 1.603 -1.918 1.970  0.00
C: 2.255 -3.318 1.410  -0.02
C: 3.791 -3.694 1.916  -0.55
C: 4.358 -5.153 1.337  -0.56
C: 4.540 -5.172 -0.302  0.74
C: 6.058 -4.834 -0.825  -1.10
C: 4.233 -6.739 -0.799  -0.79
C: 4.693 -2.702 2.919  0.41
P: 6.455 -3.323 3.306  0.80
O: 7.240 -3.862 2.003  -0.63
O: 6.282 -4.640 4.478  -0.56
O: 7.530 -2.167 4.032  -0.49
C: 4.023 -1.281 3.499  0.41
P: 5.002 -0.167 4.690  0.16
C: 5.369 -1.287 6.242  -0.83
O: 4.102 1.157 5.344  -0.40
C: 1.338 -4.215 0.392  0.35
O: 1.177 -5.536 0.395  -0.53
C: 0.463 -3.347 -0.740  0.54
C: 0.288 -3.781 -2.310  0.11
O: 0.924 -5.024 -2.860  -0.38
C: 1.541 -4.531 -4.135  -0.38
C: 2.778 -5.468 -4.668  -0.32
C: 4.182 -4.573 -4.816  -1.00
C: -0.607 -2.744 -3.265  -0.09
C: -1.289 -1.346 -2.730  -0.57
I: -2.423 -0.057 -4.157  0.09
C: -1.079 -0.929 -1.130  0.22
C: -1.751 0.511 -0.677  -0.56
C: -0.663 1.677 -1.177  -0.56
S: 0.472 2.267 0.198  -0.04
C: -0.444 3.258 1.497  0.25
N: 0.129 3.565 2.891  -0.08
N: -0.679 4.352 3.720  -0.46
C: -1.897 4.602 2.823  0.03
O: -1.747 3.942 1.496  -0.13
C: -0.214 -1.931 -0.160  0.06
C: 0.058 -1.547 1.445  0.11
O: -0.902 -1.039 2.220  -0.52
H: 1.054 1.682 5.251  0.28
H: 0.354 -0.217 5.228  0.25
H: 1.731 1.387 2.647  0.09
H: 3.471 -5.919 1.563  0.33
H: 5.276 -5.566 1.934  0.15
H: 3.817 -4.419 -0.870  0.05
H: 6.854 -5.446 -0.190  0.27
H: 6.318 -3.671 -0.789  0.27
H: 6.169 -5.189 -1.955  0.29
H: 3.855 -6.784 -1.915  -0.09
H: 3.434 -7.281 -0.137  0.32
H: 5.280 -7.309 -0.759  0.34
H: 5.807 -5.423 4.043  0.42
H: 7.804 -1.556 3.261  0.38
H: 6.551 -1.198 6.385  0.20
H: 5.088 -2.405 6.037  0.23
H: 4.899 -0.829 7.213  0.39
H: 3.802 0.945 6.299  0.30
H: 2.007 -3.449 -3.940  0.41
H: 0.736 -4.505 -5.016  0.16
H: 2.586 -5.894 -5.766  0.30
H: 3.042 -6.378 -3.961  0.14
H: 4.138 -3.895 -5.792  0.30
H: 5.142 -5.282 -4.857  0.30
H: 4.351 -3.858 -3.882  0.25
H: -0.780 -3.002 -4.415  0.09
H: -1.943 0.605 0.478  0.35
H: -2.802 0.715 -1.202  0.27
H: -1.190 2.571 -1.739  0.33
H: 0.045 1.168 -1.991  0.44
H: -2.780 5.277 3.233  0.30
O: -6.203 3.724 -1.957  -0.62
C: -6.082 4.527 -1.047  0.21
O: -6.961 5.541 -0.792  -0.24
C: -6.452 6.346 0.270  -0.48
C: -5.487 5.460 1.013  -0.54
C: -4.937 4.579 -0.080  0.05
H: -5.962 7.225 -0.161  0.26
H: -7.276 6.677 0.909  0.35
H: -4.718 6.019 1.553  0.26
H: -6.031 4.846 1.741  0.29
H: -4.074 5.034 -0.574  0.18
H: -4.691 3.583 0.293  0.23
O: -9.670 8.518 -1.113  -0.61
C: -9.348 8.259 -2.261  0.56
O: -9.038 9.196 -3.204  -0.37
C: -8.818 8.547 -4.455  -0.42
C: -8.476 7.121 -4.109  -0.45
C: -9.280 6.884 -2.855  -0.07
H: -9.732 8.622 -5.053  0.25
H: -8.002 9.043 -4.990  0.34
H: -8.703 6.417 -4.913  0.36
H: -7.407 7.041 -3.880  0.18
H: -10.294 6.542 -3.080  0.29
H: -8.776 6.188 -2.181  -0.02

Its SMILES is C=Cc1c2c(c(CC(C)C)c(P(=O)(O)O)c1P(C)O)C(=O)c1c(OCCC)cc(I)c(CCSc3nnco3)c1C2=O.O=C1CCCO1.O=C1CCCO1. Its energy is -103063.588 eV. For the gap between HOMO and LUMO, the calculation gives 6.4 eV.



5.
Here is a molecular structure, C36H43N5OOsS from OMol25. Energies are from ωB97M-V/def2-TZVPD.

Last column: Mulliken charge in e.
Atoms and positions in Å:
Os: 1.085 -0.717 -0.298  0.47
C: 0.934 -3.116 -2.053  -1.01
N: 1.794 -2.653 -0.928  0.33
C: 1.810 -3.695 0.132  -1.07
C: 3.143 -2.411 -1.472  0.93
C: 3.892 -3.415 -2.055  -0.68
C: 5.093 -3.106 -2.678  -0.89
C: 5.525 -1.787 -2.753  -0.95
C: 4.791 -0.779 -2.152  -0.57
C: 3.620 -1.097 -1.468  0.05
N: 2.814 -0.178 -0.759  0.25
C: 3.231 1.039 -0.195  -0.15
C: 4.557 1.399 0.045  -0.77
C: 4.838 2.571 0.725  -0.98
C: 3.808 3.383 1.171  -0.94
C: 2.482 3.020 0.955  -0.48
C: 2.196 1.850 0.285  0.77
N: 0.828 1.403 -0.009  0.96
C: 0.428 2.002 -1.320  -0.79
C: -0.152 1.822 1.023  -0.93
H: 1.339 -4.014 -2.519  0.47
H: 0.882 -2.337 -2.817  0.33
H: -0.060 -3.333 -1.669  0.39
H: 2.152 -4.651 -0.266  0.43
H: 0.796 -3.810 0.511  0.32
H: 2.460 -3.373 0.940  0.39
H: 3.545 -4.440 -2.046  0.42
H: 5.678 -3.895 -3.130  0.44
H: 6.435 -1.542 -3.282  0.44
H: 5.114 0.248 -2.237  0.78
H: 5.366 0.746 -0.245  0.73
H: 5.866 2.841 0.920  0.46
H: 4.031 4.299 1.701  0.47
H: 1.691 3.656 1.324  0.45
H: 0.430 3.091 -1.243  0.41
H: -0.580 1.676 -1.567  0.07
H: 1.145 1.708 -2.088  0.35
H: -0.240 2.908 1.054  0.47
H: 0.162 1.442 1.992  0.18
H: -1.120 1.421 0.734  -0.01
C: 1.410 -2.313 4.754  -1.56
C: 2.116 -1.080 4.171  1.64
C: 1.648 0.192 4.890  -1.64
C: 3.639 -1.234 4.308  -1.60
C: 1.793 -0.982 2.740  -0.45
C: 1.521 -0.910 1.554  0.33
H: 1.657 -2.399 5.813  0.43
H: 1.730 -3.225 4.252  0.35
H: 0.326 -2.225 4.666  0.34
H: 1.897 0.128 5.950  0.45
H: 0.567 0.316 4.803  0.34
H: 2.136 1.075 4.477  0.30
H: 3.898 -1.303 5.364  0.45
H: 4.158 -0.374 3.883  0.35
H: 3.988 -2.137 3.807  0.34
C: -4.609 2.137 0.323  -1.50
C: -3.847 2.191 -0.975  0.63
O: -2.763 1.627 -1.070  -0.34
C: -4.434 2.921 -2.125  0.69
C: -5.706 3.487 -2.057  -0.35
C: -6.232 4.151 -3.153  -0.86
C: -5.490 4.257 -4.320  -0.42
C: -4.220 3.695 -4.397  -0.68
C: -3.697 3.028 -3.305  -0.14
H: -3.982 1.672 1.082  0.22
H: -5.515 1.545 0.188  0.30
H: -4.910 3.131 0.655  0.52
H: -6.297 3.407 -1.155  0.36
H: -7.221 4.586 -3.098  0.41
H: -5.901 4.778 -5.175  0.41
H: -3.646 3.779 -5.310  0.41
H: -2.713 2.581 -3.352  0.27
N: -5.792 -2.558 0.726  -0.35
C: -5.277 -1.749 -0.209  0.18
S: -6.189 -0.930 -1.295  -0.28
C: -3.787 -1.589 -0.180  0.86
C: -3.044 -1.654 0.996  -0.98
C: -1.683 -1.426 0.967  -0.49
N: -1.028 -1.167 -0.175  0.48
C: -1.743 -1.107 -1.311  -0.35
C: -3.103 -1.303 -1.354  -0.80
H: -6.792 -2.686 0.746  0.24
H: -5.232 -3.152 1.312  0.19
H: -3.501 -1.833 1.961  0.43
H: -1.085 -1.449 1.869  0.45
H: -1.206 -0.863 -2.222  0.42
H: -3.643 -1.212 -2.286  0.51

The net charge is +2. Its energy is -60815.752 eV. For the gap between HOMO and LUMO (spin up / spin down), the calculation gives 5.6 / 5.1 eV.



> The highest energy belongs to which entry?

C36H43N5OOsS



> energy of number 2 (C36H43CdN4OS)?

-61436.634 eV